{
  "formula": "C63H89N10O5",
  "method": "the ωB97M-V functional and the def2-TZVPD basis",
  "max_force_ha_per_bohr": 0.17050,
  "charge": 9,
  "lumo_ha": -0.779,
  "gap_ev": 4.03,
  "homo_ev": -25.237,
  "species": ["C", "N", "C", "C", "C", "C", "O", "H", "H", "H", "H", "H", "H", "H", "H", "H", "H", "H", "H", "H", "H", "C", "N", "C", "C", "C", "C", "C", "C", "C", "C", "N", "C", "C", "C", "H", "H", "H", "H", "H", "H", "H", "H", "H", "H", "H", "H", "H", "H", "C", "N", "C", "C", "C", "C", "C", "C", "C", "C", "N", "C", "C", "C", "H", "H", "H", "H", "H", "H", "H", "H", "H", "H", "H", "H", "H", "H", "C", "N", "C", "C", "C", "C", "C", "C", "C", "C", "N", "C", "C", "C", "H", "H", "H", "H", "H", "H", "H", "H", "H", "H", "H", "H", "H", "H", "C", "N", "C", "C", "C", "C", "C", "C", "C", "C", "N", "C", "C", "C", "H", "H", "H", "H", "H", "H", "H", "H", "H", "H", "H", "H", "H", "H", "C", "C", "C", "C", "C", "C", "N", "O", "C", "C", "C", "H", "H", "H", "H", "H", "H", "H", "H", "H", "H", "H", "H", "H", "H", "H", "H", "H", "H", "O", "C", "O", "O", "H"],
  "positions_angstrom": [[-8.779, -13.472, 27.701], [-8.737, -13.837, 29.270], [-9.037, -12.462, 30.049], [-9.804, -14.878, 29.654], [-7.394, -14.509, 29.683], [-6.118, -13.988, 29.114], [-5.585, -12.815, 29.744], [-7.988, -12.724, 27.654], [-9.790, -13.200, 27.400], [-8.444, -14.382, 27.202], [-9.951, -12.027, 29.644], [-8.128, -11.916, 29.794], [-9.102, -12.709, 31.108], [-9.884, -14.908, 30.741], [-9.416, -15.821, 29.267], [-10.715, -14.536, 29.163], [-7.373, -15.573, 29.446], [-7.352, -14.516, 30.772], [-6.116, -13.868, 28.031], [-5.408, -14.805, 29.242], [-4.632, -12.779, 29.855], [-4.135, -2.637, 22.155], [-4.363, -3.445, 23.389], [-5.269, -4.388, 23.394], [-5.561, -5.170, 24.481], [-4.673, -5.160, 25.603], [-3.662, -4.139, 25.591], [-3.560, -3.294, 24.446], [-4.810, -6.091, 26.742], [-3.708, -6.791, 27.234], [-3.883, -7.825, 28.179], [-5.115, -7.977, 28.736], [-6.137, -7.267, 28.361], [-6.013, -6.378, 27.298], [-5.330, -8.911, 29.826], [-4.181, -3.223, 21.238], [-3.138, -2.200, 22.207], [-4.824, -1.795, 22.080], [-5.951, -4.533, 22.569], [-6.335, -5.923, 24.492], [-3.021, -3.933, 26.436], [-2.800, -2.528, 24.381], [-2.745, -6.675, 26.759], [-3.042, -8.434, 28.476], [-7.067, -7.575, 28.814], [-6.926, -5.971, 26.890], [-5.890, -8.531, 30.680], [-4.347, -9.060, 30.274], [-5.661, -9.921, 29.582], [-9.372, -12.463, 23.613], [-10.581, -11.650, 23.694], [-10.955, -11.101, 24.896], [-11.832, -10.047, 24.917], [-12.454, -9.510, 23.716], [-11.967, -10.097, 22.564], [-10.967, -11.089, 22.557], [-13.486, -8.446, 23.601], [-14.686, -8.595, 24.324], [-15.571, -7.483, 24.308], [-15.263, -6.356, 23.602], [-14.127, -6.264, 22.845], [-13.302, -7.303, 22.866], [-16.179, -5.183, 23.601], [-9.474, -13.119, 22.749], [-9.301, -13.123, 24.477], [-8.547, -11.756, 23.514], [-10.419, -11.458, 25.763], [-12.219, -9.688, 25.859], [-12.253, -9.773, 21.574], [-10.494, -11.487, 21.671], [-14.836, -9.477, 24.929], [-16.513, -7.468, 24.836], [-14.061, -5.414, 22.182], [-12.462, -7.216, 22.193], [-15.670, -4.276, 23.274], [-16.382, -5.007, 24.658], [-17.018, -5.413, 22.946], [1.454, -7.885, 21.472], [0.090, -8.104, 21.909], [-0.197, -8.004, 23.218], [-1.464, -8.122, 23.664], [-2.484, -8.380, 22.712], [-2.132, -8.629, 21.368], [-0.847, -8.433, 20.988], [-3.882, -8.397, 23.161], [-4.176, -9.168, 24.311], [-5.491, -9.329, 24.753], [-6.465, -8.773, 24.026], [-6.210, -8.052, 22.952], [-4.932, -7.818, 22.465], [-7.849, -8.964, 24.518], [1.720, -8.824, 20.987], [2.054, -7.739, 22.370], [1.475, -7.011, 20.821], [0.484, -7.736, 24.012], [-1.734, -7.955, 24.696], [-2.780, -8.965, 20.572], [-0.545, -8.521, 19.954], [-3.336, -9.449, 24.929], [-5.890, -9.895, 25.582], [-7.133, -7.823, 22.439], [-4.770, -7.296, 21.534], [-8.116, -8.188, 25.235], [-7.948, -9.991, 24.868], [-8.594, -8.718, 23.762], [-9.433, 3.823, 30.911], [-9.493, 2.391, 31.112], [-10.186, 1.692, 30.188], [-10.207, 0.280, 30.316], [-9.425, -0.389, 31.233], [-8.709, 0.420, 32.162], [-8.818, 1.837, 32.132], [-9.286, -1.851, 31.274], [-10.432, -2.675, 31.072], [-10.271, -4.062, 31.188], [-9.083, -4.652, 31.448], [-8.018, -3.909, 31.615], [-8.050, -2.496, 31.525], [-8.982, -6.064, 31.551], [-9.055, 3.957, 29.897], [-8.750, 4.290, 31.620], [-10.443, 4.220, 31.018], [-10.782, 2.278, 29.504], [-10.874, -0.204, 29.618], [-7.963, 0.068, 32.860], [-8.297, 2.535, 32.771], [-11.397, -2.241, 30.855], [-11.116, -4.733, 31.137], [-7.108, -4.309, 32.038], [-7.179, -1.890, 31.727], [-9.480, -6.432, 32.448], [-7.960, -6.396, 31.365], [-9.464, -6.510, 30.681], [-12.144, -6.273, 28.180], [-11.750, -5.484, 26.877], [-13.085, -4.923, 26.274], [-12.868, -3.784, 25.344], [-12.088, -2.662, 25.976], [-10.719, -2.999, 26.527], [-10.753, -4.370, 27.131], [-9.572, -4.783, 27.743], [-10.306, -1.983, 27.643], [-9.700, -2.951, 25.430], [-11.047, -6.389, 25.842], [-12.970, -6.951, 27.964], [-12.430, -5.576, 28.968], [-11.323, -6.897, 28.533], [-13.773, -4.675, 27.082], [-13.592, -5.719, 25.729], [-13.867, -3.426, 25.094], [-12.274, -4.127, 24.497], [-12.719, -2.288, 26.782], [-12.284, -1.920, 25.202], [-10.919, -2.104, 28.536], [-10.464, -0.944, 27.356], [-9.297, -2.100, 28.038], [-10.099, -3.584, 24.637], [-8.740, -3.397, 25.689], [-9.540, -1.993, 24.935], [-11.674, -7.246, 25.596], [-10.144, -6.873, 26.215], [-10.906, -5.947, 24.856], [-10.860, -9.950, 28.122], [-9.647, -9.490, 27.982], [-9.394, -8.501, 28.688], [-8.773, -9.886, 27.204], [-10.970, -9.266, 28.787]],
  "atomic_forces_ev_per_a": [[1.06, -1.40, 2.74], [-0.79, 0.51, -0.26], [1.37, -2.26, -1.16], [0.72, 0.91, -0.84], [-0.31, 0.68, 0.35], [1.92, 0.11, -0.10], [-1.32, 0.79, -0.09], [-0.56, 0.29, -0.54], [0.22, 0.20, 0.33], [-0.17, 0.04, -0.15], [0.14, -0.16, 0.05], [-0.31, 0.51, 0.39], [-0.01, 0.15, -0.14], [-0.07, -0.01, -0.14], [-0.60, -0.05, 0.03], [-0.15, -0.43, 0.30], [-0.77, 0.06, -0.50], [-0.14, 0.37, 0.09], [-0.39, 0.20, -0.15], [0.04, -0.14, 0.24], [0.07, -0.81, -0.11], [0.58, 0.84, -0.36], [1.38, 0.55, -0.63], [-2.84, -1.25, 0.13], [1.95, -0.69, 1.99], [0.55, 2.21, -1.01], [-1.36, -0.22, -1.49], [0.20, -0.89, 1.68], [1.03, -0.12, -0.24], [0.07, -1.58, 0.40], [-0.17, 1.97, -0.98], [1.59, -0.76, 0.47], [-1.19, 0.56, -1.54], [-1.93, -0.24, 0.59], [1.70, -1.32, 1.95], [-0.19, -0.30, 0.33], [-0.02, -0.12, 0.09], [-0.26, -0.21, 0.25], [0.39, 0.55, -0.59], [-0.17, 0.20, -0.42], [0.18, -0.14, 0.00], [0.01, 0.15, 0.04], [0.21, 0.09, 0.27], [-0.20, -0.20, 0.37], [-0.54, 0.31, -0.07], [-0.10, 0.31, 0.20], [-0.43, 0.42, -0.60], [0.10, -0.15, 0.02], [-0.37, 0.25, -0.67], [-0.12, -1.06, 0.08], [0.50, 1.69, 0.81], [0.03, 0.11, -0.98], [-2.10, 0.75, -0.62], [1.80, -1.83, 0.15], [0.98, -0.17, -1.24], [-1.60, 0.22, 0.37], [-1.22, -0.98, 2.13], [0.45, 1.83, -0.39], [0.94, -0.13, -0.68], [0.51, -0.39, -0.21], [-2.97, 0.44, 0.70], [2.67, -0.74, -1.54], [0.10, -0.04, 0.63], [0.29, 0.12, -0.06], [0.17, 0.29, 0.05], [0.20, -0.48, 0.04], [-0.28, -0.07, 0.20], [0.44, 0.01, 0.34], [-0.35, 0.13, -0.06], [-0.31, 0.09, -0.31], [-0.52, 0.02, -0.02], [-0.12, -0.02, 0.09], [0.21, 0.13, 0.14], [0.35, -0.15, 0.06], [0.16, -0.34, -0.39], [-0.87, -0.06, -0.21], [-0.24, 0.20, 0.39], [0.82, -0.32, 0.04], [-0.74, 0.02, 0.45], [0.18, 0.38, 0.26], [-2.61, -0.36, -1.33], [0.87, 0.09, -0.20], [-0.95, 0.26, 0.87], [1.27, 0.20, 0.67], [-0.39, -1.17, 0.54], [-0.62, 0.97, 0.76], [1.15, 0.09, -0.54], [-0.49, -0.27, 0.72], [-0.35, 0.16, -1.52], [-0.43, -0.56, 0.20], [-0.58, 0.52, -0.49], [0.59, 0.35, -0.29], [0.20, 0.06, -0.36], [0.24, -0.20, -0.10], [1.13, -0.08, -0.78], [0.30, -0.01, 0.05], [-0.55, 0.11, 0.24], [0.34, -0.05, -0.04], [-0.16, -0.78, -0.06], [0.65, -0.14, 0.34], [0.25, 0.66, -0.43], [-0.13, 0.12, -0.04], [0.58, -0.54, 0.80], [-0.21, 0.46, 0.38], [0.36, -0.55, -0.69], [0.01, 1.16, -0.21], [-0.08, -0.56, -0.07], [0.26, -1.84, 1.96], [-0.83, 1.81, -1.18], [1.35, 1.60, 1.48], [-0.08, 1.24, -0.53], [-0.16, -1.91, -1.31], [-0.17, -1.41, -0.23], [1.63, -0.99, 0.36], [-0.83, 1.12, -0.17], [-0.74, 1.45, -0.28], [1.59, 3.25, 0.94], [-1.67, -0.53, -0.05], [-0.38, -2.15, -0.87], [-0.09, 0.39, 0.09], [-0.18, -0.04, -0.05], [0.13, 0.24, -0.03], [0.09, -0.15, -0.25], [0.12, -0.28, 0.03], [-0.33, -0.48, 0.27], [0.06, -0.23, 0.30], [-0.14, -0.14, 0.25], [-0.04, -0.06, -0.10], [0.03, -0.68, -0.41], [0.23, -0.28, 0.00], [0.48, -0.09, 0.12], [0.08, 0.24, 0.93], [-0.51, 0.00, 0.03], [1.25, 0.33, -0.25], [-1.62, -0.40, 0.12], [0.60, -0.55, 0.64], [0.31, -0.54, 0.28], [-2.48, 0.33, 0.48], [-0.24, 2.02, 0.84], [7.32, -3.17, 2.78], [-7.56, 2.77, -3.48], [-0.30, -0.35, 1.02], [0.87, -1.62, -1.67], [0.14, -0.85, -0.38], [-0.13, 0.32, -0.22], [-0.20, -0.04, -0.09], [0.23, 0.11, 0.00], [0.13, 0.25, 0.15], [0.28, -0.43, 0.16], [0.29, 0.22, -0.64], [-0.52, -0.04, -0.59], [0.08, 0.07, 0.38], [1.72, 0.79, 0.18], [-0.39, -0.24, -0.19], [0.05, -0.23, -0.64], [0.21, -0.16, -0.58], [0.11, -0.09, -0.33], [0.04, 0.25, 0.35], [-0.33, 0.31, 0.70], [-0.58, 0.12, 0.46], [0.23, 0.46, 0.23], [0.29, 0.50, 0.20], [-1.39, -1.38, -0.56], [4.29, 1.32, -1.34], [-0.19, 2.52, 2.14], [-0.14, -2.21, -1.95], [-2.14, 0.15, 1.35]]
}